The following is a quantum chemistry calculation of C5H12N2 in the gas phase in a non-equilibrium geometry, from the Open Molecules 2025 dataset.

The energy relative to the best compared isomer or geometry (same formula, charge and spin) comes out at 58.6 kcal per mole. The value obtained for the HOMO energy is -0.279 Eh. The value obtained for the strongest force on any atom is 4.13 eV/Å. The orbital gap comes out at 8.8 eV. The lowest unoccupied orbital energy is 0.0443 hartree. Its charge is 0.

```
19
C5H12N2 wB97M-V/def2-TZVPD
C 0.930 0.459 -2.209
C 1.240 1.052 -0.919
C -0.035 0.961 -0.057
C -0.387 -0.107 0.638
N -1.532 -0.121 1.501
C -1.651 -0.926 2.746
N 1.190 -1.007 -1.948
H -0.159 0.616 -2.330
H 1.302 0.909 -3.103
H 2.175 0.580 -0.473
H 1.528 2.190 -0.974
H -0.616 1.919 0.086
H 0.074 -1.019 0.619
H -1.891 0.750 1.728
H -1.875 -1.945 2.444
H -0.612 -1.040 3.241
H -2.512 -0.504 3.427
H 2.130 -1.218 -1.822
H 0.701 -1.550 -2.594
```

---

The following is a quantum chemistry calculation of C5H12N2 in the gas phase in a non-equilibrium geometry, from the Open Molecules 2025 dataset.

The energy relative to the best compared isomer or geometry (same formula, charge and spin) comes out at 78.7 kcal per mole. The value obtained for the HOMO energy is -0.256 Eh. The value obtained for the strongest force on any atom is 3.58 eV/Å. The orbital gap comes out at 7.8 eV. The lowest unoccupied orbital energy is 0.0291 hartree. Its charge is 0.

```
19
C5H12N2 wB97M-V/def2-TZVPD
C -1.373 -1.003 0.387
C -0.678 0.357 0.513
C 0.502 0.586 -0.391
C 1.833 0.464 0.026
N 2.370 -0.819 0.250
C 0.538 1.449 -1.631
N -2.807 -0.978 0.749
H -1.396 -1.112 -0.704
H -0.840 -1.893 0.740
H -1.436 1.009 0.051
H -0.419 0.630 1.543
H 2.520 1.280 0.206
H 3.036 -0.810 1.031
H 1.637 -1.487 0.486
H -0.405 1.978 -1.831
H 0.476 0.783 -2.507
H 1.461 2.026 -1.648
H -3.188 -1.083 1.684
H -3.142 -0.022 0.620
```

---

The following is a quantum chemistry calculation of C5H12N2 in the gas phase in a non-equilibrium geometry, from the Open Molecules 2025 dataset.

The energy relative to the best compared isomer or geometry (same formula, charge and spin) comes out at 136.0 kcal per mole. The value obtained for the HOMO energy is -0.231 Eh. The value obtained for the strongest force on any atom is 4.46 eV/Å. The orbital gap comes out at 4.3 eV. The lowest unoccupied orbital energy is -0.0708 hartree. Its charge is 0.

```
19
C5H12N2 wB97M-V/def2-TZVPD
C -1.563 -0.606 -0.818
C -0.665 -0.540 0.302
C 0.664 0.225 -0.046
C 1.454 0.525 1.237
N 0.753 1.169 2.251
C 1.484 -0.564 -1.109
N -2.818 -0.013 -0.580
H -1.772 -1.633 -1.137
H 2.010 0.131 -1.765
H -0.355 -1.511 0.705
H -1.099 0.036 1.138
H 1.868 -0.403 1.638
H 2.239 1.199 0.830
H 0.416 2.064 1.891
H 0.295 1.144 -0.519
H 0.751 -1.096 -1.712
H 2.192 -1.268 -0.673
H -2.596 0.899 -0.169
H -3.258 0.244 -1.464
```

---

The following is a quantum chemistry calculation of a molecular structure, C5H12N2 in a non-equilibrium geometry, from the Open Molecules 2025 dataset.

The energy relative to the best compared isomer or geometry (same formula, charge and spin) comes out at 61.8 kcal per mole. The value obtained for the HOMO energy is -0.286 Eh. The value obtained for the strongest force on any atom is 2.35 eV/Å. The orbital gap comes out at 8.8 eV. The lowest unoccupied orbital energy is 0.0379 hartree. Its charge is 0.

```
19
C5H12N2 wB97M-V/def2-TZVPD
C 1.949 0.661 -0.333
C -0.811 -1.877 0.355
C 0.664 0.102 0.234
N 0.541 0.391 1.620
C 0.261 -1.201 -0.183
H 0.752 1.355 1.843
H -0.355 0.140 2.015
H 0.573 -1.459 -1.189
H 2.047 0.413 -1.389
H 1.969 1.750 -0.233
H 2.810 0.262 0.208
H -0.974 -1.866 1.427
H -1.944 -0.393 0.195
H -1.111 -2.811 -0.104
C -0.851 1.086 -0.714
N -2.055 0.437 -0.569
H -2.252 -0.144 -1.381
H -0.725 1.952 -0.069
H -0.489 1.203 -1.732
```

---

The following is a quantum chemistry calculation of C5H12N2 in the gas phase in a non-equilibrium geometry, from the Open Molecules 2025 dataset.

The energy relative to the best compared isomer or geometry (same formula, charge and spin) comes out at 37.4 kcal per mole. The value obtained for the HOMO energy is -0.283 Eh. The value obtained for the strongest force on any atom is 2.72 eV/Å. The orbital gap comes out at 8.8 eV. The lowest unoccupied orbital energy is 0.0394 hartree. Its charge is 0.

```
19
C5H12N2 wB97M-V/def2-TZVPD
C 1.605 1.612 -1.069
C 1.934 0.144 -0.468
C 1.096 -0.201 0.744
C -0.405 -0.171 0.531
C -0.939 -1.328 0.071
N -2.274 -1.560 -0.219
N -1.198 1.124 0.545
H 2.409 1.932 -1.760
H 1.742 2.325 -0.249
H 0.708 1.425 -1.697
H 2.986 0.108 -0.180
H 1.665 -0.531 -1.305
H 1.410 -1.140 1.212
H 1.328 0.607 1.458
H -0.388 -2.252 0.281
H -2.769 -2.384 0.173
H -2.854 -0.654 -0.216
H -0.860 1.637 1.381
H -0.825 1.644 -0.233
```

---

The following is a quantum chemistry calculation of C5H12N2 in the gas phase in a non-equilibrium geometry, from the Open Molecules 2025 dataset.

The energy relative to the best compared isomer or geometry (same formula, charge and spin) comes out at 25.3 kcal per mole. The value obtained for the HOMO energy is -0.340 Eh. The value obtained for the strongest force on any atom is 1.54 eV/Å. The orbital gap comes out at 10.4 eV. The lowest unoccupied orbital energy is 0.0443 hartree. Its charge is 0.

```
19
C5H12N2 wB97M-V/def2-TZVPD
C -0.510 2.119 0.983
C -0.053 0.662 0.945
C 0.404 0.279 -0.477
C 0.430 -1.271 -0.614
C -1.025 -2.265 -2.128
N -0.911 -1.708 -1.007
N 1.018 0.338 1.872
H -0.979 2.350 1.936
H 0.350 2.781 0.860
H -1.224 2.303 0.181
H -0.910 -0.002 1.098
H 1.441 0.591 -0.636
H -0.272 0.706 -1.214
H 0.593 -1.647 0.394
H 1.178 -1.615 -1.327
H -0.187 -2.376 -2.827
H -1.991 -2.655 -2.442
H 1.881 0.785 1.593
H 0.766 0.626 2.809
```

---

The following is a quantum chemistry calculation of C5H12N2 in the gas phase in a non-equilibrium geometry, from the Open Molecules 2025 dataset.

The energy relative to the best compared isomer or geometry (same formula, charge and spin) comes out at 37.7 kcal per mole. The value obtained for the HOMO energy is -0.325 Eh. The value obtained for the strongest force on any atom is 3.90 eV/Å. The orbital gap comes out at 9.9 eV. The lowest unoccupied orbital energy is 0.0390 hartree. Its charge is 0.

```
19
C5H12N2 wB97M-V/def2-TZVPD
C 0.459 0.322 0.502
C -0.136 -0.401 -0.710
C 1.981 -0.334 0.733
N -0.238 0.183 1.762
N 0.599 -0.226 -1.947
C -1.639 0.182 -1.025
C -2.621 0.563 -0.205
H 0.604 1.383 0.281
H -0.265 -1.468 -0.511
H 0.294 0.589 2.526
H -0.415 -0.794 1.980
H 0.984 0.712 -2.009
H 1.366 -0.888 -2.010
H -1.873 0.157 -2.091
H 2.553 -0.508 -0.181
H 1.908 -1.279 1.282
H 2.552 0.374 1.342
H -2.509 0.612 0.873
H -3.605 0.821 -0.590
```

---

The following is a quantum chemistry calculation of C5H12N2 in the gas phase in a non-equilibrium geometry, from the Open Molecules 2025 dataset.

The energy relative to the best compared isomer or geometry (same formula, charge and spin) comes out at 68.4 kcal per mole. The value obtained for the HOMO energy is -0.268 Eh. The value obtained for the strongest force on any atom is 4.73 eV/Å. The orbital gap comes out at 8.2 eV. The lowest unoccupied orbital energy is 0.0349 hartree. Its charge is 0.

```
19
C5H12N2 wB97M-V/def2-TZVPD
C 0.091 1.719 -0.550
C -0.603 0.731 0.417
C -0.001 -0.629 0.254
C -0.706 -1.635 0.867
N -0.906 -2.961 0.337
C 1.259 -0.983 -0.569
N -0.005 3.246 -0.355
H -0.379 1.436 -1.606
H 1.190 1.544 -0.635
H -1.601 0.564 0.120
H -0.677 1.045 1.476
H -1.133 -1.376 1.857
H -0.994 -3.593 1.068
H -0.431 -3.001 -0.604
H 2.116 -1.185 0.157
H 1.187 -1.921 -0.996
H 1.672 -0.235 -1.336
H -0.879 3.517 0.093
H 0.798 3.719 0.004
```